Entry 1:
Computed, not measured: a gas-phase ion, C6H14NS (charge +1), with ωB97M-V with the def2-TZVPD basis set.

XYZ file:
```
22
Properties=species:S:1:pos:R:3:nbo_charge:R:1
C -0.26 -1.02 -1.75 -0.3119
C -0.07 0.26 0.47 -0.0587
C 1.27 0.70 -0.20 -0.3338
C 0.15 0.01 1.93 -0.6411
C 1.34 2.20 -0.53 -0.5904
C -1.79 -1.41 0.13 -0.4399
N -0.45 -0.99 -0.27 -0.3738
S 1.47 -0.35 -1.69 0.2224
H -0.16 -1.94 -2.19 0.2474
H -0.89 -0.41 -2.33 0.2371
H -0.68 1.18 0.17 0.2587
H 2.00 0.57 0.56 0.2294
H 0.42 -1.09 2.16 0.2343
H -0.68 0.40 2.40 0.2402
H 1.07 0.59 2.28 0.2546
H 0.74 2.37 -1.31 0.2097
H 2.25 2.54 -0.73 0.2336
H 0.75 2.82 0.30 0.2069
H -2.33 -0.53 0.19 0.2223
H -2.34 -2.08 -0.63 0.2452
H -1.92 -2.00 1.00 0.2501
H 0.10 -1.83 0.05 0.4576
```

Total charge ... +1
Relative energy (zero: lowest compared OMol25 entry of this formula, charge and spin) ... 2.325 eV
Structure (SMILES) ... C[C@@H]1SC[N@H+](C)[C@H]1C

Entry 2:
Computed, not measured: 7 unconnected molecules or ions with the total composition C24H46Br12N4OP, with ωB97M-V with the def2-TZVPD basis set.

XYZ file:
```
88
Properties=species:S:1:pos:R:3:mulliken_charge:R:1
C 0.99 -2.70 1.80 -0.9503
C 1.09 -1.76 0.59 0.3426
O -0.11 -1.03 0.31 -0.3488
C -0.46 -0.09 1.25 -0.6447
N 0.57 0.99 1.45 1.1197
C 1.03 1.62 0.17 -1.1299
C 0.38 2.96 -0.17 0.2433
P 1.39 3.69 -1.55 0.2878
N 1.07 5.19 -1.79 -0.5794
N 0.41 3.95 0.93 -0.2834
C 0.81 3.33 2.20 -1.1201
C -0.01 2.05 2.33 0.5860
C -0.02 1.65 3.80 -0.0118
C 0.67 0.57 4.33 1.2149
C 0.65 0.28 5.69 -1.0438
C -0.11 1.13 6.48 -0.4642
C -0.79 2.17 5.86 -0.4975
N -0.77 2.45 4.56 -0.5257
H 1.56 -2.26 2.62 -0.0229
H -0.05 -2.89 2.06 0.4247
H 1.45 -3.65 1.56 0.2257
H 1.95 -1.10 0.67 0.2599
H 1.28 -2.35 -0.30 0.0577
H -1.36 0.40 0.88 0.2962
H -0.69 -0.57 2.20 0.3743
H 1.39 0.59 1.90 -0.3917
H 0.94 0.95 -0.69 0.3987
H 2.10 1.80 0.30 0.4424
H -0.65 2.84 -0.53 0.3375
H 1.23 2.86 -2.68 0.0825
H 2.73 3.53 -1.11 0.0756
H 0.77 5.39 -2.74 0.1141
H 1.11 4.66 0.71 0.3470
H 1.89 3.13 2.26 0.3080
H 0.47 3.97 3.00 0.5459
H -1.05 2.23 2.08 0.3060
H 1.27 -0.08 3.69 -0.9277
H 1.21 -0.54 6.10 0.5412
H -0.16 0.99 7.55 0.4131
H -1.40 2.81 6.48 0.4183
Br 4.00 -4.51 0.56 -0.1084
C 3.98 -4.89 -1.35 -0.5847
C 2.58 -5.04 -1.87 -0.0750
Br 1.81 -6.75 -1.37 -0.0867
H 4.59 -5.78 -1.50 0.4027
H 4.47 -4.04 -1.82 0.3546
H 2.57 -5.03 -2.96 0.4251
H 1.91 -4.28 -1.49 -0.2671
Br 3.74 -3.49 5.07 -0.1380
C 5.18 -2.26 4.62 -0.6146
C 4.80 -0.83 4.89 -0.6236
Br 3.59 -0.14 3.52 -0.0226
H 5.43 -2.44 3.58 0.3560
H 6.02 -2.55 5.25 0.4028
H 5.68 -0.19 4.85 0.4028
H 4.30 -0.70 5.84 0.3676
Br -0.26 5.54 -4.92 -0.1428
C -1.49 4.26 -4.14 -0.3295
C -2.79 4.20 -4.90 -0.6639
Br -3.90 5.73 -4.48 -0.0966
H -1.63 4.55 -3.10 0.1300
H -0.98 3.30 -4.19 0.3032
H -3.37 3.33 -4.59 0.3775
H -2.66 4.17 -5.97 0.4219
Br -3.49 -7.00 -1.94 -0.1074
C -2.32 -6.92 -0.39 -0.4599
C -2.27 -5.54 0.20 -0.5651
Br -1.16 -4.35 -0.88 -0.1255
H -1.34 -7.28 -0.71 0.1700
H -2.74 -7.62 0.33 0.3697
H -1.80 -5.55 1.18 0.3364
H -3.24 -5.07 0.27 0.4047
Br -2.31 6.59 -0.63 -0.0701
C -2.98 8.42 -0.75 -0.6486
C -3.39 8.77 -2.16 -0.4061
Br -1.86 9.09 -3.30 -0.0903
H -2.19 9.06 -0.38 0.4015
H -3.83 8.46 -0.08 0.3391
H -3.96 9.70 -2.16 0.3461
H -3.98 7.99 -2.63 0.1162
Br -2.57 -8.20 -6.93 -0.1279
C -3.03 -6.31 -6.89 -0.6042
C -3.67 -5.92 -5.58 -0.3958
Br -5.52 -6.51 -5.48 -0.1171
H -3.68 -6.12 -7.74 0.3910
H -2.09 -5.78 -7.02 0.3435
H -3.71 -4.84 -5.49 0.3272
H -3.16 -6.34 -4.72 0.1612
```

Total charge ... +1

Record order is preserved below.
Strongest force on any atom: 0.1176 0.0347 hartree/bohr
Record order is preserved below.
Frontier orbital gap: 10.04 8.64 eV